[1]
Molecular formula: C4H14N3
Method: DFT, the ωB97M-V functional and the def2-TZVPD basis

Geometry as XYZ:
```
21
Properties=species:S:1:pos:R:3:forces:R:3
H -1.047 -1.090 2.621 0.052 -0.002 0.151
H 0.560 2.026 0.122 -0.001 0.251 -0.004
H 1.403 2.831 -2.050 0.153 0.356 0.072
H -2.801 -0.258 -0.461 -0.028 -0.052 -0.178
H -1.105 -0.411 -0.962 -0.048 0.035 -0.064
H -0.072 -0.243 1.317 -2.070 -0.954 1.105
H -1.763 0.108 1.744 -0.202 0.070 0.276
C 2.069 1.151 -1.175 0.044 -0.695 0.287
H -0.886 -2.424 0.558 -0.029 0.052 0.038
H 1.753 0.502 1.745 -0.323 -0.129 0.182
N -1.123 -0.681 1.694 0.823 0.613 -0.837
C 1.211 1.186 -0.068 0.412 -0.166 0.662
C -1.657 -1.663 0.699 0.265 -0.547 -0.232
C -1.980 -0.963 -0.603 0.182 0.248 0.187
H 1.676 -0.663 0.556 0.178 0.079 0.331
H 2.446 1.855 -2.997 0.514 0.464 0.290
H 2.747 0.312 -1.336 -0.156 0.075 0.078
H -2.237 -1.676 -1.381 -0.153 -0.035 0.066
H -2.520 -2.172 1.114 -0.137 0.082 0.111
N 2.101 2.094 -2.064 -0.859 -0.259 -1.203
N 1.225 0.179 0.925 1.383 0.514 -1.319
```
Positions in Å, forces in eV/Å.

Relative energy (zero: lowest compared OMol25 entry of this formula, charge and spin) in kJ/mol: 5.5
Highest occupied orbital energy (alpha / beta) in eV: -18.6 / -19.4
2S+1: 2
Net charge: +2

These are the Mulliken partial charges, in e, on atoms 1 to 2:
1 H 0.364
2 H 0.360


[2]
Molecular formula: C5H9N3
Method: DFT, the ωB97M-V functional and the def2-TZVPD basis

Geometry as XYZ:
```
17
Properties=species:S:1:pos:R:3:forces:R:3
C 0.638 -2.424 1.600 0.268 0.919 -0.120
H -1.189 1.446 -2.831 -0.052 0.039 0.026
H -0.901 3.137 -3.268 0.176 -0.025 0.240
H -2.499 2.632 -2.739 0.027 -0.111 0.049
C 1.269 -1.467 1.212 0.184 -1.745 0.394
N -1.129 2.707 -1.175 -0.608 0.115 -0.101
H -1.318 3.649 -0.857 0.169 -0.283 0.212
H -1.120 -3.156 2.502 -0.055 -0.052 -0.015
C -0.171 -3.520 2.102 -0.459 -0.202 0.096
H 2.972 -0.452 1.429 -0.134 -0.079 -0.002
N 0.858 1.775 -0.050 -0.292 -0.493 -0.024
C -1.433 2.476 -2.575 -0.281 -0.213 -0.536
H -0.391 -4.249 1.320 -0.022 0.023 -0.015
H 1.929 0.127 0.270 0.236 0.048 0.151
H 0.320 -4.064 2.911 0.145 0.119 -0.026
C -0.115 2.087 -0.586 0.744 1.167 0.008
N 2.279 -0.705 0.735 -0.045 0.773 -0.337
```
Positions in Å, forces in eV/Å.

Relative energy (zero: lowest compared OMol25 entry of this formula, charge and spin) in kJ/mol: 292.4
SMILES: CC#CN.CNC#N
Highest occupied orbital energy in eV: -7.6
2S+1: 1
Net charge: 0

These are the Mulliken partial charges, in e, on atoms 1 to 2:
1 C -0.240
2 H 0.311


For reference, calculated total energy by record: -8827.555, -9798.437 eV.